1.
A structure of composition C37H49BiN4O5Si, computed with ωB97M-V/def2-TZVPD.

XYZ file:
```
97
Properties=species:S:1:pos:R:3:forces:R:3
Bi -0.1860 0.7791 0.3798 0.2 -0.3 -0.3
O 0.9130 -5.1313 -0.2445 0.0 0.1 0.0
C 1.1097 -3.8618 0.1422 0.0 0.1 0.0
O 1.5498 -3.0025 -0.5732 0.0 0.0 0.0
C 0.7911 -3.6744 1.6209 0.0 0.0 0.0
O 0.2503 -2.4208 1.9434 0.1 0.2 -0.1
C -1.1161 -2.2664 1.5787 -0.1 0.1 0.1
C -1.3126 -2.2185 0.0619 0.1 -0.2 -0.2
O -1.6935 -3.2473 -0.4845 0.1 0.3 0.0
O -1.0145 -1.1220 -0.5598 -0.2 0.2 0.1
H 1.0927 -5.1679 -1.1957 0.0 0.0 0.0
H 1.7445 -3.7304 2.1463 0.1 -0.1 0.1
H 0.1482 -4.4862 1.9628 -0.1 -0.1 0.0
H -1.4434 -1.3362 2.0436 0.0 0.0 0.0
H -1.7091 -3.0968 1.9647 0.0 -0.1 0.1
C 1.2296 0.4388 -1.3748 0.1 -0.1 0.1
Si 2.8250 1.4254 -1.4563 0.0 0.0 0.0
C 3.2793 2.0294 0.3000 0.0 0.0 0.1
N 2.5059 1.3218 1.3321 0.0 -0.2 0.0
C 2.9279 -0.1020 1.4726 0.0 0.2 0.0
C 3.7658 -0.3705 2.7260 0.0 0.1 0.0
C 4.7151 0.7902 3.0147 -0.1 0.0 0.0
C 3.9236 2.0964 3.2404 0.0 -0.1 0.0
C 2.5209 1.9991 2.6327 0.1 -0.1 -0.1
C 4.2757 0.3967 -2.0498 0.1 -0.2 -0.1
C 5.5693 0.9285 -1.9734 0.0 -0.1 0.0
C 6.6699 0.2072 -2.4163 0.0 0.0 0.0
C 6.4984 -1.0706 -2.9379 0.0 0.0 0.0
C 5.2270 -1.6213 -3.0109 0.0 0.1 0.0
C 4.1269 -0.8927 -2.5710 0.0 0.1 0.0
C 2.6508 2.9690 -2.5228 -0.2 0.0 -0.1
C 3.5760 3.7184 -3.1316 0.0 0.2 0.0
C 3.2220 5.0237 -3.7463 0.1 -0.2 0.0
C 1.9678 5.4650 -3.8817 -0.1 0.0 0.0
C 0.7975 4.6053 -3.4950 0.0 0.0 0.0
C 1.2531 3.4972 -2.5347 0.2 0.1 0.1
H 1.4537 -0.6304 -1.2509 0.0 0.2 0.0
H 0.6384 0.5283 -2.2942 0.0 0.0 0.2
H 3.0759 3.1027 0.3813 0.0 -0.1 0.0
H 4.3641 1.9136 0.4466 0.0 0.1 0.0
H 3.5047 -0.3746 0.5854 0.0 0.0 0.0
H 2.0514 -0.7530 1.4892 -0.1 0.0 0.0
H 4.3205 -1.2995 2.5802 0.0 0.0 0.0
H 3.1075 -0.5286 3.5875 0.0 0.0 0.0
H 5.3968 0.9061 2.1676 0.0 0.0 0.0
H 5.3352 0.5661 3.8826 0.0 0.0 0.0
H 4.4578 2.9387 2.7977 0.0 0.0 0.0
H 3.8258 2.3126 4.3069 0.0 0.0 0.0
H 2.0850 2.9940 2.5188 0.0 0.0 0.0
H 1.8604 1.4382 3.2986 0.0 0.0 0.0
H 5.7251 1.9185 -1.5500 0.0 -0.1 -0.1
H 7.6622 0.6389 -2.3524 0.0 0.0 0.0
H 7.3574 -1.6368 -3.2815 -0.1 0.0 0.0
H 5.0907 -2.6211 -3.4063 0.0 0.0 0.0
H 3.1374 -1.3392 -2.6295 0.1 0.0 0.0
H 4.6201 3.4201 -3.1623 0.0 0.0 0.0
H 4.0400 5.6396 -4.1064 0.0 0.0 0.0
H 1.7768 6.4193 -4.3654 0.0 0.0 0.1
H 0.2621 4.2841 -4.3954 0.0 0.0 0.0
H 0.5490 2.6752 -2.5893 -0.1 0.0 0.0
C -3.1454 2.1635 -4.2426 0.0 0.0 0.0
N -3.7458 2.7632 -3.0617 0.1 0.1 -0.1
C -5.1341 2.3653 -2.9256 0.0 0.0 0.0
C -2.9900 2.4451 -1.8657 0.1 0.0 0.1
C -1.7108 3.2327 -1.6673 0.0 -0.2 0.1
C -1.4512 4.3340 -2.3856 0.1 0.0 0.0
C -0.1476 5.0881 -2.3423 0.1 -0.1 0.1
C 0.8136 4.3995 -1.3293 -0.1 -0.1 -0.1
C 0.2480 3.5242 -0.2654 0.1 0.1 0.0
C -0.8277 2.7796 -0.5457 -0.4 0.0 -0.2
H -3.6639 2.5037 -5.1411 0.0 0.0 0.0
H -3.1899 1.0601 -4.2141 0.0 0.0 0.0
H -2.0980 2.4602 -4.3199 -0.1 0.0 0.0
H -5.6820 2.6304 -3.8316 0.0 0.0 0.0
H -5.5922 2.8892 -2.0856 0.0 0.0 0.0
H -5.2551 1.2800 -2.7616 0.0 0.0 0.0
H -2.7258 1.3761 -1.8451 0.0 -0.1 0.1
H -3.6365 2.6076 -0.9983 0.0 0.0 0.0
H -2.2125 4.6865 -3.0775 0.1 -0.1 0.0
H -0.3009 6.1679 -2.2626 0.0 0.0 0.0
H 1.6293 5.0422 -1.0001 0.0 0.1 0.0
H 0.8871 3.2979 0.5938 0.0 0.0 -0.1
C -5.4326 2.0767 3.1807 0.0 0.0 -0.1
C -4.7657 1.2742 2.1116 0.0 0.1 0.0
C -5.2557 0.3714 1.2015 -0.1 -0.2 -0.1
C -4.1401 -0.0645 0.4433 -0.1 0.0 -0.1
N -3.0371 0.5432 0.8567 -0.2 0.0 0.2
N -3.4400 1.3397 1.8745 0.2 0.0 0.0
C -4.1521 -1.0482 -0.6862 0.0 0.0 0.1
H -6.5122 2.0316 3.0555 0.0 0.0 0.0
H -5.1301 3.1244 3.1390 0.0 0.0 0.0
H -5.1924 1.6948 4.1743 0.0 0.0 0.0
H -6.2827 0.0550 1.0901 0.1 0.0 0.0
H -2.7722 1.9499 2.3119 0.0 0.0 0.0
H -5.0648 -0.9240 -1.2702 0.0 0.0 0.0
H -4.1214 -2.0747 -0.3132 -0.1 0.1 0.0
H -3.2841 -0.9261 -1.3296 0.0 0.0 0.0
```
Positions in Å, forces in eV/Å.

Properties
**Kohn-Sham gap**: 8.0 eV
**F_max**: 0.5 eV/A
**DFT total energy**: -69076.95500 eV
**HOMO**: -7.6 eV
**Charge**: 0

=====

2.
A structure of composition C18H54N2O11Zn, computed with ωB97M-V/def2-TZVPD.

XYZ file:
```
86
Properties=species:S:1:pos:R:3:forces:R:3
Zn -2.3609 1.7894 0.8421 1.4 -0.2 -1.0
O -2.2103 1.2969 -1.0213 0.1 0.2 1.6
C -0.9273 0.6686 -0.8830 0.4 -1.3 -1.2
C -0.7478 -0.1047 0.4281 -0.9 -0.1 0.7
O -0.9145 0.7424 1.6408 0.0 -0.8 -2.0
H -0.1206 1.3839 -1.0950 -0.1 -0.1 0.3
H -0.8556 -0.1229 -1.6854 0.1 0.8 0.8
H 0.1309 -0.7677 0.4175 0.3 0.9 0.2
H -1.5654 -0.8531 0.4542 0.0 0.2 0.0
C 1.7514 0.4971 -3.4964 -1.4 1.0 -0.7
O 1.5850 0.3988 -2.3164 0.6 -0.9 2.5
N 2.9507 0.5167 -4.1021 0.9 -0.1 -1.4
N 0.6635 0.7019 -4.2952 -0.1 -0.1 -0.9
H 2.9283 0.4429 -5.1185 0.4 -0.1 0.7
H 3.7460 0.1575 -3.5905 -0.3 0.2 -0.2
H 0.7129 1.1728 -5.1744 0.2 0.0 -0.3
H -0.2567 0.6471 -3.8970 -0.2 -0.1 0.3
C 2.9348 -1.9709 2.3253 -0.4 -0.4 0.0
C 3.7288 -3.2441 2.0856 0.5 -0.7 -0.4
C 2.9902 -4.5240 1.5504 0.4 1.4 0.2
O 4.8972 -2.9915 1.2774 -0.5 -0.1 0.1
H 2.5998 -1.9307 3.3570 0.0 0.0 0.2
H 2.0317 -1.9629 1.7278 -0.2 0.3 -0.4
H 3.5393 -1.0893 2.1318 0.0 0.0 -0.1
H 4.1690 -3.5383 3.0270 0.1 -0.1 0.4
H 2.6655 -4.4464 0.4969 0.1 0.2 0.4
H 2.1206 -4.7474 2.1789 0.2 -0.1 -0.1
H 3.7592 -5.2868 1.6140 -0.3 -0.4 0.0
H 4.5657 -2.8983 0.3833 0.1 0.1 -0.4
C -1.7684 3.8361 -3.8707 -0.4 1.3 0.6
C -1.2654 4.4713 -2.5500 0.4 -0.9 -0.1
C -1.2388 5.9808 -2.4952 0.0 0.4 0.6
O -2.0953 3.9807 -1.4664 0.6 1.2 -0.7
H -1.1608 4.1244 -4.7458 -0.2 -0.2 0.4
H -2.7797 4.2503 -3.9758 0.1 -0.2 -0.4
H -1.8675 2.7579 -3.7733 0.3 -0.1 -0.1
H -0.2323 4.1254 -2.3779 -0.3 0.0 0.0
H -2.2634 6.3829 -2.4972 0.3 -0.1 0.0
H -0.6828 6.4320 -3.3327 -0.1 -0.3 0.3
H -0.7475 6.2692 -1.5277 -0.5 -0.1 -0.9
H -2.0314 3.0279 -1.5468 -0.3 -0.9 0.3
C 2.7163 1.8666 0.9630 0.9 1.8 -1.7
C 1.8884 3.1800 0.8877 -0.6 -0.3 1.5
C 1.7745 3.9438 -0.4593 1.0 -0.7 1.7
O 0.6139 3.0048 1.5771 -0.1 -0.1 -0.5
H 3.0383 1.6308 1.9826 -0.3 0.0 -0.2
H 3.6196 2.1605 0.3533 -0.4 -0.7 0.7
H 2.2760 1.0310 0.4179 -0.2 0.0 0.2
H 2.3597 3.9033 1.5629 0.4 -0.1 -0.2
H 1.3848 4.9137 -0.2079 -0.6 0.4 -0.1
H 1.1745 3.4328 -1.1777 -0.2 -0.3 -0.6
H 2.8101 4.1257 -0.7763 -0.3 -0.2 -0.4
H 0.3100 2.0667 1.6279 0.3 0.4 -0.5
C -2.7668 -2.9720 3.4250 0.8 1.5 -0.5
C -2.1286 -1.6832 4.0277 -0.9 0.0 -2.2
C -0.6331 -1.6650 4.0882 0.3 -1.0 0.2
O -2.5960 -0.5574 3.2491 -0.3 0.4 0.1
H -3.8253 -2.7843 3.4555 -0.6 -0.3 0.2
H -2.4742 -3.7890 4.0714 -0.1 -0.6 -0.3
H -2.5414 -3.0738 2.3377 0.3 -0.3 0.9
H -2.5878 -1.6124 4.9970 0.1 0.4 0.7
H -0.3146 -2.6980 4.2245 0.3 0.0 0.5
H -0.2829 -1.0293 4.8874 0.3 0.1 0.2
H -0.1371 -1.3759 3.1665 -0.3 0.3 -0.3
H -1.9093 -0.2166 2.6150 -0.1 -0.4 0.6
C 0.0397 -3.1819 -1.3504 0.9 1.6 0.0
C -0.4916 -4.5609 -1.4199 0.0 -0.8 0.9
C -1.6253 -4.7213 -0.4384 -0.8 -0.5 0.6
O -0.9904 -4.8043 -2.7052 -0.2 -0.4 -0.6
H -0.7596 -2.4402 -1.5352 0.3 -0.3 -0.3
H 0.9086 -3.0103 -2.0158 -0.6 0.0 -0.1
H 0.4388 -2.9124 -0.3793 0.0 -0.2 0.5
H 0.2845 -5.3112 -1.1362 -0.2 0.4 -0.4
H -1.2470 -4.6094 0.5934 -0.2 0.1 -0.4
H -2.0919 -5.7318 -0.4852 0.3 0.7 -0.2
H -2.4141 -3.9660 -0.6410 0.4 -0.4 0.2
H -0.4978 -4.2473 -3.3088 0.0 0.0 -0.3
O -3.5333 2.3477 2.2438 -0.5 -0.7 1.3
H -3.3573 1.8248 3.0754 0.4 0.5 -0.6
H -4.3487 1.9388 1.9400 -0.8 0.2 0.0
O -0.5096 1.7776 4.1773 -0.2 0.3 0.8
H 0.0936 2.3901 3.7564 0.2 0.4 -0.2
H -0.5126 1.0372 3.5788 -0.1 -0.5 -0.5
O -2.1749 0.0560 -3.5316 -0.3 0.2 -0.3
H -2.3729 0.6239 -2.7725 0.0 0.1 0.6
H -2.9845 0.1224 -4.0458 0.0 -0.2 -0.3
```
Positions in Å, forces in eV/Å.

Properties
**Kohn-Sham gap**: 9.0 eV
**F_max**: 2.7 eV/A
**DFT total energy**: -93462.52532 eV
**HOMO**: -9.5 eV
**Charge**: 0

=====

3.
A cluster of 2 separate species, C3H10N2 in total, computed with ωB97M-V/def2-TZVPD.

XYZ file:
```
15
Properties=species:S:1:pos:R:3:forces:R:3
C 1.7315 1.1826 -0.4823 -1.0 0.8 -1.1
N 1.3678 0.7274 0.8434 0.3 -1.0 -1.4
H 2.4516 0.5441 -0.9890 0.3 0.0 0.3
H 0.8705 1.1877 -1.1637 -0.3 -0.6 0.2
H 1.9817 2.2465 -0.6023 0.7 -0.1 0.4
H 0.5337 1.1837 1.1742 0.4 0.2 0.7
H 2.2142 0.6418 1.3845 -0.5 0.4 0.8
C -2.0476 0.0986 -0.0296 -0.4 -0.3 -0.5
C -1.6257 -1.1809 -0.1298 -0.8 -0.2 0.4
N -0.4587 -1.8056 0.1242 1.0 0.2 -0.4
H -1.5074 1.0002 -0.2543 0.5 0.1 0.7
H -3.1179 0.1831 0.1449 0.0 0.2 -0.7
H -2.3916 -1.9039 -0.4110 -0.2 -0.1 0.7
H -0.3991 -2.8047 0.0691 -0.1 0.0 -0.2
H 0.3970 -1.3006 0.3215 -0.1 0.3 0.0
```
Positions in Å, forces in eV/Å.

Properties
**Kohn-Sham gap (alpha / beta)**: 2.6 / 8.4 eV
**F_max**: 1.7 eV/A
**DFT total energy**: -6250.36916 eV
**HOMO (alpha / beta)**: 1.5 / -4.3 eV
**Charge**: -1
**Spin multiplicity**: 2